Record 1
DFT (ωB97M-V/def2-TZVPD) results for a molecular structure, C34H34Br2GeMoN2OPS4SbSe.

- E_LUMO (alpha / beta): -0.0628 / -0.0627 Ha
- Kohn-Sham gap (alpha / beta): 5.61 / 5.61 eV

Cartesian coordinates (Å):
C (0.54, 1.72, -3.17)
C (1.69, 2.21, 0.67)
Mo (1.03, -1.57, -0.05)
H (-0.10, 2.18, -5.15)
C (3.02, -1.58, -1.10)
Br (-3.14, -3.36, -5.22)
C (-1.27, -1.22, -2.24)
H (0.65, 0.97, 3.27)
H (-2.32, 3.01, -4.44)
C (0.69, -4.20, -1.59)
C (-1.10, -3.72, -3.28)
H (-4.61, -0.03, 5.19)
C (3.50, 2.11, -1.92)
C (2.34, -4.38, 0.03)
H (-3.00, -0.29, 4.52)
C (-2.87, 1.97, 1.99)
H (5.23, -1.28, -2.56)
N (1.43, -3.64, -0.61)
H (-0.76, 0.79, 4.32)
C (1.17, 4.20, 1.93)
H (4.13, 2.89, 2.92)
C (-1.05, 2.15, -1.43)
H (-5.77, -0.94, 2.27)
C (1.77, -6.29, -1.25)
C (-3.79, 0.45, 4.66)
H (-1.31, -0.23, -1.80)
Br (1.97, -8.11, -1.69)
H (-5.46, 3.32, 3.71)
S (0.18, -1.87, 5.10)
C (0.21, 1.70, -1.81)
H (2.90, -3.90, 0.81)
C (-1.95, 2.63, -2.36)
H (3.56, 1.27, 1.17)
H (-0.45, 2.36, 3.48)
H (-0.09, 3.39, 0.41)
H (2.60, 4.78, 3.41)
C (2.53, -5.72, -0.25)
C (-1.62, 2.64, -3.71)
C (2.88, 2.09, 1.38)
Ge (-4.40, 1.13, 2.93)
C (2.92, 0.93, -1.47)
S (-0.45, -2.71, 1.36)
H (-1.02, -4.71, -3.69)
C (0.83, 3.27, 0.95)
H (-2.86, -0.84, -3.61)
Se (-1.40, 0.68, 1.88)
H (-4.16, -0.99, 1.54)
H (-2.51, 2.87, 2.50)
S (2.31, -1.20, 1.83)
H (-2.93, 2.98, -2.04)
C (-0.39, 1.28, 3.43)
C (-2.14, -1.56, -3.25)
C (-0.37, 2.18, -4.11)
C (-5.00, -0.34, 1.78)
P (1.34, 0.94, -0.59)
H (-3.41, 1.26, 5.28)
H (6.23, 0.82, -3.44)
O (3.77, -2.53, -1.16)
C (3.55, -0.29, -1.69)
C (2.35, 4.06, 2.64)
H (3.24, -6.28, 0.33)
C (0.84, -5.52, -1.94)
C (3.21, 3.01, 2.37)
H (-5.43, 0.05, 0.85)
N (-0.35, -2.05, -1.74)
H (-6.67, 2.04, 3.69)
C (4.75, -0.32, -2.41)
C (-2.03, -2.83, -3.80)
C (-0.29, -3.31, -2.23)
C (4.69, 2.07, -2.63)
Sb (1.07, -2.78, 3.27)
C (5.30, 0.85, -2.88)
C (-5.82, 2.46, 3.15)
H (3.02, 3.06, -1.72)
H (-6.18, 2.81, 2.18)
H (0.24, -5.97, -2.72)
H (-3.15, 2.26, 0.98)
H (-1.34, 2.11, -0.38)
H (1.49, 1.35, -3.50)
H (0.50, 5.02, 2.13)
S (2.15, -4.75, 3.33)
H (5.14, 2.99, -2.98)

Here are the Mulliken charges for atoms 1 to 8, given in e:
1. C -0.66
2. C 0.53
3. Mo -0.94
4. H 0.44
5. C 0.85
6. Br -0.14
7. C -0.60
8. H 0.20

Record 2
DFT (ωB97M-V/def2-TZVPD) results for 13 unconnected molecules or ions with the total composition C34H34Cl48F9I2N2O4P2S2.

- Total charge: +1
- E_LUMO: -0.1608 Ha
- Kohn-Sham gap: 6.93 eV

Cartesian coordinates (Å):
F (0.78, 0.88, -6.37)
C (-2.39, 4.47, 0.37)
Cl (-0.61, 7.05, 3.36)
Cl (2.23, 2.64, 10.02)
H (2.19, 0.10, -4.29)
C (8.03, -0.54, 6.61)
H (-0.76, 0.61, -4.08)
H (-5.14, 1.16, 2.86)
C (4.35, -2.64, -3.35)
P (-5.27, -2.20, -0.76)
Cl (-7.52, -3.79, -5.14)
C (-3.79, 2.61, 0.52)
C (-1.03, 5.01, 0.73)
H (-2.52, 4.53, -0.72)
H (-0.97, 6.01, 0.31)
H (-3.74, -1.42, 0.79)
Cl (-4.23, -3.69, 3.33)
Cl (4.60, -4.73, 11.87)
Cl (6.98, -1.05, 7.94)
Cl (11.71, -0.91, 1.21)
C (-8.44, -4.68, -3.92)
F (4.05, 4.13, -6.55)
O (-2.52, 3.14, 0.83)
C (0.13, 0.07, -3.80)
H (-6.03, -1.18, -4.19)
C (-3.78, 1.05, 0.60)
C (-1.53, 0.38, 0.48)
O (-5.25, -3.45, 0.24)
Cl (3.90, 0.01, 3.12)
Cl (3.40, -1.98, -2.01)
H (-5.52, 0.77, -1.44)
Cl (2.46, 0.67, 7.93)
C (-8.79, -10.37, -3.35)
Cl (-7.27, -9.48, -3.15)
O (-6.54, -1.47, -0.63)
Cl (7.11, 1.17, -3.33)
C (-3.47, -4.28, 4.82)
H (-6.31, 0.53, -4.31)
H (0.59, -1.36, -2.30)
H (-1.96, -0.87, -2.73)
C (8.32, 0.51, -2.22)
Cl (9.04, -1.30, 2.19)
C (1.43, 0.83, -4.09)
C (4.06, 1.77, 3.25)
Cl (4.12, -4.39, -3.44)
C (-5.99, -0.25, -3.64)
C (-1.69, 1.70, -1.54)
N (1.21, -1.88, 0.95)
H (-4.47, 2.97, 1.30)
S (2.60, 3.67, -7.03)
C (1.25, 1.67, -5.36)
Cl (6.05, -2.27, -3.10)
H (-4.17, 3.00, -0.41)
F (0.36, 2.68, -5.11)
Cl (6.67, -2.72, 11.94)
H (-3.17, 5.10, 0.81)
F (3.28, 2.79, -8.16)
Cl (-0.13, 1.67, 8.69)
Cl (-4.44, -3.79, 6.21)
C (1.11, 7.42, 3.18)
Cl (-9.89, -9.96, -2.04)
Cl (-9.52, -9.92, -4.89)
Cl (7.09, 0.42, 5.46)
Cl (3.81, -1.90, -4.86)
H (-4.24, 1.76, -2.01)
Cl (11.29, -2.38, 3.66)
C (-3.77, -1.30, -0.28)
C (4.59, 4.42, -1.59)
H (1.33, -2.84, 1.25)
O (-4.97, -2.83, -2.17)
Cl (-10.15, -4.64, -4.33)
S (-6.90, 1.66, 0.80)
H (-5.82, -3.05, -2.59)
H (-0.71, -2.23, 3.07)
H (0.14, -0.83, -4.41)
Cl (4.61, 5.94, -0.69)
Cl (6.35, -4.38, 9.60)
H (0.66, 0.26, -1.70)
Cl (-1.85, -3.59, 4.94)
Cl (1.75, 7.97, 4.73)
C (-3.57, 0.18, -0.72)
F (1.18, 3.22, -7.54)
I (-2.24, 0.92, 3.32)
Cl (8.68, -1.95, 5.77)
C (-2.04, 0.40, -0.96)
Cl (3.08, 2.35, 4.60)
Cl (9.72, 1.58, -2.18)
Cl (1.32, 8.67, 1.96)
Cl (5.75, 2.19, 3.54)
Cl (8.82, -1.10, -2.77)
C (-1.35, -0.67, -1.85)
C (-0.15, 0.04, 0.90)
F (3.27, 2.69, -4.67)
H (0.16, 0.66, 1.75)
H (-3.97, -0.93, -3.18)
Cl (2.91, 3.86, -1.74)
H (-6.66, -0.34, -2.79)
H (-0.88, 5.01, 1.80)
C (-4.54, -0.01, -3.18)
Cl (5.27, 4.66, -3.19)
H (-1.06, 3.50, -2.70)
P (-5.38, 0.73, 1.55)
Cl (-7.88, -6.34, -3.85)
C (0.08, -1.43, 1.28)
C (0.08, -0.40, -2.34)
C (-1.41, 2.69, -2.10)
Cl (1.71, 3.38, 7.28)
H (-2.97, -1.94, -0.64)
Cl (4.38, -2.37, 10.22)
Cl (10.52, -3.54, 1.14)
I (-3.65, 1.26, -4.72)
C (-4.50, 0.74, -1.81)
H (-0.28, 4.41, 0.22)
H (-1.31, -1.61, -1.30)
F (1.95, 4.60, -5.92)
F (3.36, 1.22, -6.30)
Cl (9.36, 0.43, 7.24)
C (-0.96, -2.23, 2.02)
Cl (-8.46, -12.10, -3.33)
C (2.64, 2.25, -5.78)
Cl (3.54, 2.52, 1.75)
F (2.56, 4.88, -8.03)
Cl (-8.20, -3.90, -2.35)
H (0.57, 0.23, 0.12)
H (-6.05, -3.42, 0.78)
N (-2.47, 0.72, 1.28)
C (1.57, 2.09, 8.49)
H (-5.57, -0.66, 1.64)
Cl (-3.36, -6.04, 4.76)
H (-1.97, -1.86, 1.92)
H (1.67, 1.48, -3.25)
Cl (5.51, 3.20, -0.71)
C (10.64, -2.03, 2.05)
Cl (1.94, 5.95, 2.68)
H (-0.89, -3.25, 1.66)
C (5.50, -3.56, 10.91)
Cl (7.63, 0.36, -0.61)

Here are the Mulliken charges for atoms 1 to 8, given in e:
1. F -0.33
2. C -0.34
3. Cl -0.10
4. Cl -0.09
5. H -0.43
6. C 0.18
7. H -0.15
8. H 0.14

Record 3
DFT (ωB97M-V/def2-TZVPD) results for a single C34H34N4O4 molecule.

- SMILES string: C/C=C/C=C/C(=O)Nc1cccc(C2=NO[C@]3(C2)C[C@H](C(N)=O)N(C(=O)CC(c2ccccc2)c2ccccc2)C3)c1
- E_LUMO: 0.0014 Ha
- Kohn-Sham gap: 8.38 eV

Cartesian coordinates (Å):
C (1.05, 2.76, -2.25)
C (-0.06, 1.98, -2.98)
H (0.40, 0.44, -1.51)
C (-0.61, 2.25, 2.20)
C (-1.03, 3.44, -1.33)
C (0.72, -3.69, 0.37)
H (0.87, 3.80, 2.10)
H (0.62, -3.18, 2.92)
C (-3.48, 0.07, -0.15)
C (0.82, -4.23, 2.75)
O (2.10, 2.59, 0.23)
H (-1.68, 2.90, -0.63)
C (1.03, -5.43, 6.38)
H (0.79, -1.95, -5.60)
C (-1.60, 1.48, 1.35)
C (0.94, 2.96, 0.17)
H (-0.55, 6.77, -1.33)
H (1.26, -5.45, -3.18)
H (-2.21, 2.39, -2.85)
H (0.57, 5.45, -1.43)
H (0.33, -1.71, -1.36)
C (0.87, -4.60, 5.15)
C (0.53, -1.67, -3.50)
C (-2.23, -0.47, 0.09)
N (0.49, 0.46, -4.61)
C (0.79, -2.43, -4.64)
N (0.85, -4.26, -0.87)
C (1.05, -4.39, -3.26)
H (-4.77, 1.75, 0.20)
H (2.11, -1.38, 5.11)
H (0.65, -3.56, 5.31)
H (2.14, 1.63, 2.09)
H (-1.24, 0.32, -2.17)
C (1.04, -3.79, -4.51)
C (2.26, 0.12, 3.58)
H (1.92, 2.15, -2.00)
H (3.32, -0.03, 3.43)
H (1.26, -6.46, 6.13)
C (-1.25, 2.91, -2.76)
C (-1.41, 4.92, -1.25)
H (1.37, 3.62, -2.85)
C (0.80, -3.64, -2.12)
H (-1.22, 3.71, -3.49)
C (0.23, 1.27, 3.00)
H (-1.97, -1.44, -0.29)
C (0.99, -5.06, 3.90)
C (-0.20, 0.57, -2.40)
O (0.24, 1.79, -4.37)
C (-2.87, 2.01, 1.12)
H (-1.20, 2.81, 2.94)
C (-0.44, 0.51, 3.95)
O (0.48, -2.52, 0.56)
H (-0.59, 4.11, 1.13)
C (0.52, -2.28, -2.25)
C (1.59, -0.64, 4.52)
N (0.37, 3.18, -1.04)
H (-0.32, -1.01, 5.44)
H (1.24, -4.38, -5.39)
C (0.29, -0.25, -3.57)
H (-1.50, 0.66, 4.10)
H (1.21, -6.11, 3.73)
C (0.15, 3.35, 1.41)
C (0.91, -4.65, 1.48)
H (-3.13, 2.98, 1.54)
H (-0.32, -0.21, 1.00)
H (1.06, -5.25, -0.90)
H (0.12, -5.39, 6.97)
N (-0.37, 5.78, -1.37)
C (-1.29, 0.24, 0.82)
C (-3.80, 1.32, 0.37)
H (1.84, -5.03, 7.00)
C (0.23, -0.44, 4.71)
O (-2.56, 5.29, -1.10)
H (-4.21, -0.48, -0.72)
H (1.11, -5.68, 1.24)
C (1.59, 1.07, 2.83)

Here are the Mulliken charges for atoms 1 to 8, given in e:
1. C -1.49
2. C 1.69
3. H 0.25
4. C 0.76
5. C 2.38
6. C 0.79
7. H 0.62
8. H 0.10

Record 4
DFT (ωB97M-V/def2-TZVPD) results for a molecular structure, C34H35As2Br2N4O2Re.

- Total charge: +3
- E_LUMO (alpha / beta): -0.3597 / -0.3834 Ha
- Kohn-Sham gap (alpha / beta): 6.03 / 5.42 eV
- Multiplicity: 2

Cartesian coordinates (Å):
H (4.43, -2.93, -1.43)
C (0.92, 5.98, -1.35)
H (-0.75, -3.80, -3.19)
C (0.25, 2.41, -0.64)
H (1.06, 1.57, 5.16)
N (1.60, 0.29, 2.10)
C (-0.64, -3.13, -1.14)
C (-0.66, -4.09, -2.15)
H (4.42, 0.65, -4.54)
H (-3.32, -1.14, -0.86)
C (0.27, -2.62, 3.13)
C (4.10, -1.19, -2.66)
C (-4.46, 1.28, 0.90)
H (-1.72, 3.28, -2.26)
H (4.75, 0.51, 3.21)
C (-0.98, 4.03, -2.01)
H (-5.01, 1.40, -0.03)
C (-0.48, -4.86, 0.53)
C (-2.74, -0.96, -1.76)
C (3.67, 0.59, 3.24)
C (-4.42, 1.19, 3.30)
H (-6.20, 1.44, 2.14)
H (3.42, -0.11, 1.22)
C (-2.46, -2.20, 2.03)
C (-0.16, 6.28, -2.18)
H (-1.94, 5.57, -3.16)
H (4.89, -1.43, -3.36)
C (3.34, -0.04, -2.81)
H (-0.59, -6.18, -2.59)
Re (0.33, 0.11, 0.39)
C (3.01, 1.05, 4.37)
C (-5.13, 1.32, 2.11)
C (-3.05, 1.03, 3.28)
N (2.06, -0.63, -0.83)
C (2.34, 0.18, -1.88)
H (1.73, 1.06, -1.99)
C (-1.11, 5.31, -2.51)
Br (-0.34, 8.00, -2.86)
C (1.63, 1.18, 4.33)
N (-0.41, 1.01, 3.12)
C (2.84, -1.72, -0.70)
H (3.74, 1.94, -3.54)
H (-0.44, -6.86, -0.22)
H (0.80, -1.42, -3.37)
H (-2.89, 0.06, -2.10)
O (-0.61, 1.44, -0.87)
H (1.64, 6.75, -1.10)
H (-0.41, -5.18, 1.56)
C (2.93, 0.23, 2.12)
H (1.21, -2.09, 3.27)
H (-3.05, -1.65, -2.54)
C (-0.49, -5.81, -0.48)
C (3.56, 0.94, -3.93)
C (-0.54, -3.52, 0.19)
C (1.06, 4.70, -0.85)
H (-2.57, 1.13, -0.08)
H (1.89, 4.46, -0.20)
C (-3.09, 1.11, 0.86)
C (3.85, -2.04, -1.59)
H (-2.65, -1.60, 2.92)
C (0.97, 0.80, 3.18)
As (-0.85, -1.26, -1.47)
H (3.57, 1.34, 5.25)
H (2.69, 0.98, -4.58)
H (-0.07, 0.14, -3.42)
H (-3.14, -1.91, 1.23)
C (-0.58, -5.43, -1.81)
N (-0.96, 0.80, 2.02)
H (-2.61, -3.26, 2.26)
C (0.10, 3.72, -1.18)
As (-0.60, -2.09, 1.48)
H (-4.94, 1.22, 4.25)
Br (2.68, -2.83, 0.80)
H (-0.88, -1.35, -3.94)
H (-2.50, 0.92, 4.21)
C (-0.16, -0.93, -3.24)
C (-2.38, 0.99, 2.05)
H (-0.41, -2.40, 3.95)
O (1.22, 2.00, 0.09)
H (0.46, -3.69, 3.11)

Here are the Mulliken charges for atoms 1 to 8, given in e:
1. H 0.55
2. C -0.69
3. H 0.50
4. C 0.46
5. H 0.60
6. N 0.41
7. C 0.58
8. C -1.19

Record 5
DFT (ωB97M-V/def2-TZVPD) results for 2 unconnected molecules or ions with the total composition C34H35BF3NO2S.

- SMILES string: Cc1ccc([C@H](c2ccccc2)c2cn(C)c3ccccc23)s1.CC1(C)OB(c2ccc(C(F)(F)F)cc2)OC1(C)C
- E_LUMO: 0.0109 Ha
- Kohn-Sham gap: 8.01 eV

Cartesian coordinates (Å):
O (-0.60, 1.42, -2.78)
C (-0.99, 1.17, 0.33)
H (2.01, 0.23, 0.26)
H (4.07, 2.70, -3.67)
H (0.28, 1.79, 1.91)
C (-1.42, -0.84, -2.81)
H (-2.98, 0.14, -4.65)
H (0.67, -0.32, -4.47)
F (5.65, 4.05, -0.98)
C (-3.08, -3.87, 1.21)
H (-3.30, 5.13, 1.27)
C (-0.46, 2.10, 1.20)
C (-0.24, 0.21, -4.86)
C (-3.01, 4.77, 0.28)
H (-2.35, 5.53, -0.15)
C (-1.26, -2.21, -3.52)
H (0.35, -0.38, 6.46)
H (-1.64, -4.77, -0.17)
C (-0.48, -0.43, 0.97)
H (-0.67, 1.12, 3.56)
C (-2.22, 3.52, 0.41)
C (2.54, -3.46, 4.25)
S (-2.31, 2.09, -0.59)
H (-2.17, -2.56, -4.16)
H (1.83, 1.73, -3.84)
H (-3.92, 4.72, -0.31)
H (-0.78, -0.46, -5.54)
H (0.39, -0.76, 0.17)
F (6.37, 2.01, -0.62)
C (2.20, -2.22, 4.82)
O (-0.21, -0.75, -1.99)
H (-0.82, 4.30, 1.95)
H (-3.16, 1.27, -3.25)
H (1.89, 0.46, 6.13)
H (2.65, -4.63, 2.47)
C (0.00, 0.28, 3.44)
C (2.31, 1.72, -2.86)
H (1.37, -3.02, 1.08)
F (6.23, 2.78, -2.67)
C (2.27, -3.71, 2.89)
C (5.61, 2.78, -1.46)
C (3.59, 2.27, -2.78)
C (-1.21, 0.50, -3.70)
H (-0.27, -2.72, -0.33)
H (-0.32, -2.22, -4.19)
H (0.07, 1.12, -5.42)
H (-2.65, 0.31, -1.47)
C (1.50, -1.31, 4.04)
C (1.14, -1.57, 2.69)
H (2.42, -1.96, 5.86)
C (1.69, 1.10, -1.73)
H (-1.10, -2.93, -2.65)
C (2.39, 0.96, -0.51)
C (-2.75, -0.65, -2.05)
H (-3.66, -0.62, -2.71)
H (0.35, 1.28, 5.81)
C (4.19, 2.27, -1.54)
C (-3.39, -2.75, 1.98)
C (-2.56, 1.01, -4.14)
H (4.09, 1.79, 0.55)
C (0.16, -0.53, 2.32)
C (-1.20, -2.68, 0.24)
H (-2.88, -1.46, -1.31)
C (-1.94, -3.86, 0.36)
H (-2.56, 1.88, -4.81)
H (2.99, -4.22, 4.90)
C (-1.12, 3.42, 1.30)
C (-1.52, -1.54, 0.99)
C (1.57, -2.77, 2.12)
N (0.80, -0.18, 4.45)
H (-2.67, -0.85, 2.73)
B (0.25, 0.55, -1.97)
C (-2.56, -1.61, 1.95)
C (0.86, 0.32, 5.79)
H (-4.27, -2.80, 2.65)
H (-3.68, -4.80, 1.28)
C (3.60, 1.68, -0.41)

Here are the Mulliken charges for atoms 1 to 8, given in e:
1. O -0.73
2. C 0.40
3. H 0.14
4. H 0.42
5. H 1.44
6. C 1.43
7. H 0.34
8. H 0.36